1.
# C23H23BrClCoN6P

C23H23BrClCoN6P as an isolated structure in a non-equilibrium geometry (the ωB97M-V functional and the def2-TZVPD basis, OMol25).

XYZ file:
```
56
Properties=species:S:1:pos:R:3:forces:R:3:mulliken_spin:R:1
Co 9.536 8.080 9.029 -0.09 0.15 -0.29 2.8655
C 8.200 9.743 14.157 -0.34 -0.12 1.51 0.0009
N 8.973 9.730 12.942 1.40 -0.36 -0.16 0.0022
C 10.344 9.906 12.812 -0.22 0.29 0.60 0.0008
C 10.668 9.726 11.503 0.78 0.80 0.25 0.0006
N 9.539 9.474 10.824 -0.44 -1.18 -0.71 0.0193
C 8.557 9.425 11.714 -0.67 -0.01 -1.45 -0.0121
P 6.904 8.908 11.209 -0.34 0.31 0.52 -0.0002
C 7.331 7.218 10.730 -0.54 -1.15 0.33 0.0080
N 8.464 6.751 10.197 -0.69 1.55 0.48 0.0342
C 8.322 5.442 9.996 -0.23 -2.01 -0.42 0.0058
C 7.077 5.030 10.466 -0.62 0.00 -0.51 -0.0078
N 6.454 6.169 10.908 1.84 0.54 -0.80 0.0037
C 5.080 6.250 11.240 -2.28 -0.31 -0.77 0.0001
C 6.871 9.642 9.552 -0.75 0.26 0.83 -0.0081
N 7.703 9.247 8.614 -1.46 0.69 -1.47 0.0172
C 7.104 9.711 7.438 1.04 -0.13 0.03 0.0052
C 5.963 10.418 7.716 0.69 -0.32 -0.40 0.0007
N 5.805 10.382 9.063 1.02 -0.98 0.24 0.0016
C 4.727 11.009 9.790 -1.73 -2.92 0.89 -0.0002
H 7.938 8.774 14.617 0.70 -0.03 -0.64 -0.0001
H 7.239 10.201 14.030 -0.40 0.54 -0.52 -0.0001
H 8.707 10.318 14.936 0.15 -0.05 -0.32 0.0001
H 10.935 10.235 13.629 0.34 0.03 0.56 0.0042
H 11.623 9.847 10.976 -0.52 0.00 0.65 0.0014
H 9.102 4.912 9.425 -0.67 0.07 0.70 0.0062
H 6.410 4.141 10.434 1.34 0.47 -0.08 -0.0002
H 4.732 5.327 11.707 0.32 0.24 0.45 0.0000
H 4.366 6.340 10.367 1.19 0.04 0.37 0.0003
H 4.894 7.126 11.830 -0.09 0.17 0.66 0.0003
H 7.602 9.516 6.498 -0.26 0.13 0.01 0.0002
H 5.271 10.934 7.074 0.03 0.01 -0.05 0.0001
H 3.726 10.783 9.339 1.04 0.48 -0.14 0.0001
H 4.883 12.018 9.949 0.27 2.10 0.03 0.0001
H 4.609 10.525 10.784 0.47 0.30 -0.49 0.0000
Br 12.327 8.157 9.107 -0.09 -0.06 -0.13 0.0419
C 12.479 7.104 7.512 -1.52 0.27 0.08 0.0023
C 13.688 6.920 6.979 1.91 0.04 -0.19 -0.0004
C 13.865 6.095 5.835 -0.06 -0.39 0.49 -0.0033
C 12.761 5.433 5.321 3.27 -0.39 -0.56 0.0053
C 11.524 5.681 5.862 -1.67 -0.14 0.00 -0.0008
C 10.427 4.958 5.357 -1.76 0.88 1.95 0.0104
C 9.167 5.157 5.864 0.26 0.33 -0.32 -0.0009
C 8.931 6.179 6.815 0.05 -0.20 0.21 -0.0222
C 9.960 6.842 7.459 0.56 0.21 -0.70 0.1892
C 11.304 6.567 6.941 -1.02 0.28 0.88 -0.1667
H 14.548 7.369 7.492 -0.23 -0.24 -0.46 -0.0019
H 14.904 5.906 5.536 -0.68 0.04 -0.21 -0.0001
H 12.933 4.629 4.558 -0.47 1.03 0.63 -0.0002
H 10.556 4.147 4.739 0.60 -1.48 -1.69 0.0004
H 8.323 4.551 5.544 0.20 0.07 -0.16 -0.0009
H 7.870 6.341 7.044 0.41 0.15 0.31 0.0010
Cl 11.062 5.056 12.534 -0.51 -0.41 -0.13 0.1229
C 12.111 6.347 12.675 0.03 0.58 -0.16 0.7605
H 11.872 7.277 12.179 -0.01 -0.19 0.06 0.0948
H 13.029 6.160 13.178 0.46 0.02 0.22 0.0190
```
Forces are in eV/Å.

The spin multiplicity is 5. As for the total energy: -162638.0880 eV. The value obtained for the gap between HOMO and LUMO (spin up / spin down) is 7.6 / 7.5 eV. Its net charge is +1. As for the LUMO energy (spin up / spin down): -2.46 / -2.64 eV. The expectation value of S² is 6.013. Its relative energy (zero: lowest compared OMol25 entry of this formula, charge and spin) is 149.3 kJ/mol.



2.
# FHN2O

A 2-piece molecular cluster, FHN2O overall in a non-equilibrium geometry (the ωB97M-V functional and the def2-TZVPD basis, OMol25).

XYZ file:
```
5
Properties=species:S:1:pos:R:3:forces:R:3:mulliken_charge:R:1
N 0.229 0.306 1.133 2.52 0.42 -1.29 -0.1386
N -0.860 0.143 1.219 -0.49 -0.58 3.82 0.2793
O 0.784 -0.156 -1.361 2.60 -0.72 0.09 -0.3699
F -1.945 0.137 0.342 -1.95 0.11 -2.62 -0.1100
H 1.793 -0.431 -1.332 -2.68 0.76 0.01 0.3392
```
Forces are in eV/Å.

As for the total energy: -7755.0358 eV. The value obtained for the gap between HOMO and LUMO (spin up / spin down) is 11.0 / 8.5 eV. As for the LUMO energy (spin up / spin down): -1.47 / -1.87 eV. Its relative energy (zero: lowest compared OMol25 entry of this formula, charge and spin) is 432.8 kJ/mol.



3.
# CHN3O3

A 2-piece molecular cluster, CHN3O3 overall in a non-equilibrium geometry (the ωB97M-V functional and the def2-TZVPD basis, OMol25).

XYZ file:
```
8
Properties=species:S:1:pos:R:3:forces:R:3:mulliken_charge:R:1
C -0.332 -1.235 -0.408 -0.60 -1.45 2.10 0.1806
N 0.375 1.131 0.883 -0.47 2.09 -1.03 -0.3400
N 0.616 -0.912 -0.993 -0.18 1.30 -1.50 0.5049
N -0.005 2.065 0.358 1.36 -4.28 2.59 0.8674
O 1.169 -0.168 -1.768 1.61 0.22 -0.62 -0.6006
O -0.910 -1.821 0.585 -0.59 -1.27 2.08 -0.4433
O -0.475 2.996 -0.117 -0.87 2.39 -1.40 -0.5300
H -0.439 -2.055 1.460 -0.27 1.00 -2.23 0.3609
```
Forces are in eV/Å.

As for the SMILES: [O-][N+]#CO.N#[N+][O-]. As for the total energy: -11659.6128 eV. The value obtained for the gap between HOMO and LUMO is 8.9 eV. As for the LUMO energy: -0.32 eV. Its relative energy (zero: lowest compared OMol25 entry of this formula, charge and spin) is 214.3 kJ/mol.



4.
# C8H13MoNP

C8H13MoNP as an isolated structure in a non-equilibrium geometry (the ωB97M-V functional and the def2-TZVPD basis, OMol25).

XYZ file:
```
24
Properties=species:S:1:pos:R:3:forces:R:3:mulliken_spin:R:1
C -2.426 0.210 1.273 2.21 1.48 -0.27 -0.0275
C -3.254 0.798 0.223 -0.59 1.20 0.68 -0.0269
C -2.624 2.055 -0.251 -0.64 -0.46 2.30 -0.0419
C -1.404 2.313 0.538 -1.30 0.84 0.89 0.0618
C -0.943 1.291 1.497 -5.58 0.39 -3.79 -0.0129
Mo -1.283 0.393 -0.484 3.20 0.98 0.07 1.9281
P -1.350 -1.762 -1.210 0.46 -2.60 -1.06 -0.0050
H -2.660 -0.640 1.908 0.19 0.23 -0.20 0.0232
H -4.276 0.418 -0.093 1.60 0.60 0.49 0.0063
H -3.114 2.767 -0.974 0.99 -0.99 0.78 0.0112
H -0.088 1.420 2.151 -0.30 -0.58 0.06 0.0077
H -1.008 3.305 0.371 0.72 -0.21 0.08 0.0086
H -0.490 -1.829 -2.353 -0.25 -0.44 0.38 0.0319
H -2.455 -2.383 -1.735 -0.58 -0.52 -0.15 0.0090
H -0.810 -2.757 -0.357 -0.06 0.07 -0.38 0.0062
C 3.577 -1.490 0.346 -0.09 -0.47 0.02 0.0042
C 3.308 -0.024 -0.183 0.57 -0.33 0.89 -0.0059
C 1.903 0.312 -0.445 -3.47 -0.62 -3.92 0.0260
N 0.888 0.400 -1.081 3.61 -0.05 3.64 -0.0081
H 3.364 -1.624 1.428 -0.39 0.38 -0.74 -0.0004
H 4.636 -1.821 0.297 -0.49 0.82 -0.43 0.0002
H 3.013 -2.246 -0.245 0.22 0.61 0.45 -0.0001
H 3.694 0.710 0.529 0.10 -0.09 -0.05 0.0038
H 3.800 0.185 -1.148 -0.10 -0.23 0.28 0.0005
```
Forces are in eV/Å.

The spin multiplicity is 3. As for the total energy: -21129.6713 eV. The value obtained for the gap between HOMO and LUMO (spin up / spin down) is 7.5 / 7.1 eV. Its net charge is +1. As for the LUMO energy (spin up / spin down): -4.07 / -4.16 eV. The expectation value of S² is 2.016. Its relative energy (zero: lowest compared OMol25 entry of this formula, charge and spin) is 0.0 kJ/mol.



5.
# CH3FN2O2

A single CH3FN2O2 molecule in a non-equilibrium geometry (the ωB97M-V functional and the def2-TZVPD basis, OMol25).

XYZ file:
```
9
Properties=species:S:1:pos:R:3:forces:R:3:mulliken_charge:R:1
C -0.783 0.756 0.360 1.06 0.65 0.28 -0.5924
N -0.365 -0.515 -0.135 0.23 -2.56 -1.61 -0.0446
N 1.116 -0.861 -0.033 -1.64 1.27 -2.83 1.1132
O 1.659 -0.305 0.851 1.18 0.01 1.79 -0.5850
O 1.548 -1.541 -0.923 -0.23 -0.13 0.99 -0.5354
F -0.625 -0.619 -1.536 0.03 0.26 1.32 -0.1979
H -1.777 0.642 0.823 0.65 0.10 0.06 0.2156
H 0.074 0.973 1.070 -1.52 0.45 -0.45 0.3213
H -0.848 1.468 -0.478 0.24 -0.04 0.45 0.3051
```
Forces are in eV/Å.

As for the SMILES: CN(F)[N+](=O)[O-]. As for the total energy: -10872.3516 eV. The value obtained for the gap between HOMO and LUMO is 10.9 eV. As for the LUMO energy: 0.12 eV. Its relative energy (zero: lowest compared OMol25 entry of this formula, charge and spin) is 277.4 kJ/mol.



6.
# C21H26Cl2N4O6

A 2-piece molecular cluster, C21H26Cl2N4O6 overall in a non-equilibrium geometry (the ωB97M-V functional and the def2-TZVPD basis, OMol25).

XYZ file:
```
59
Properties=species:S:1:pos:R:3:forces:R:3:mulliken_charge:R:1
O -3.178 -4.122 -2.705 0.23 -0.20 -0.28 -0.6590
O 7.875 4.418 -2.768 -0.23 -1.51 0.20 -0.5717
O -5.632 -2.803 2.022 0.37 0.06 -0.27 -0.6599
Cl 0.530 5.567 -0.579 0.37 -0.38 -0.02 -0.2154
Cl -0.017 3.245 1.465 0.48 -0.09 -0.30 -0.1670
N 2.912 -0.538 3.101 -0.72 0.11 -0.45 -0.6436
O 7.815 2.166 -2.552 -0.46 0.60 0.29 -0.4381
O -0.485 -1.590 2.207 0.59 0.20 0.26 -0.5421
O -2.163 -1.008 0.195 0.14 0.10 -0.60 -0.4571
C -3.663 -3.424 -1.833 -0.67 -0.10 -1.79 0.6814
C 7.357 3.415 -2.302 0.20 1.95 -0.13 0.3575
C -5.018 -3.360 1.121 -0.65 0.53 0.54 0.1245
C 1.744 -1.208 3.082 0.11 0.48 -0.41 -0.4881
C 3.061 0.505 2.264 -0.71 -0.42 -0.07 -0.5894
C 0.848 0.214 1.361 0.56 0.02 0.22 -0.4180
C 2.741 4.174 -1.314 -0.05 -0.25 0.22 -0.6535
C 3.402 2.057 -0.368 -0.37 0.66 -0.15 -0.4611
C 1.617 4.200 -0.489 0.15 -0.23 0.04 0.0611
C 1.376 3.147 0.405 0.10 0.12 -0.11 0.3790
C 0.685 -0.870 2.221 -0.35 0.15 -0.38 0.5710
C 2.055 0.923 1.375 -0.16 -0.72 0.62 -0.4173
C 2.273 2.059 0.466 0.09 0.55 -0.37 0.2768
C 3.643 3.106 -1.263 -0.41 0.10 0.22 0.6953
N -5.505 -4.461 0.530 0.29 -0.77 -0.92 -0.0906
N 5.901 4.961 -0.898 0.35 -1.13 -0.35 -0.6131
N -3.151 -3.472 -0.600 0.15 0.45 2.31 -0.1987
C -4.825 -2.510 -2.178 0.03 -0.22 0.27 -0.9895
C -6.782 -5.084 0.874 0.20 0.37 0.31 -0.9423
C 4.869 3.101 -2.146 -0.16 -0.21 0.13 -1.7411
C 6.117 3.571 -1.383 0.18 0.37 0.06 0.3379
C -3.672 -0.564 1.929 -0.41 -0.36 -0.06 -1.6217
C -3.640 -2.843 0.652 0.04 -0.24 -0.39 0.4667
C -3.484 -1.304 0.606 -0.64 0.38 0.53 -0.1250
H 8.584 2.290 -3.130 -0.02 -0.08 -0.01 0.3534
H -1.097 -1.252 1.509 0.65 -0.17 0.26 0.4151
H -2.090 -1.268 -0.730 0.38 -0.08 0.04 0.3108
H 1.617 -2.050 3.754 0.15 0.08 0.01 0.4112
H 4.003 1.044 2.283 -0.02 -0.11 0.14 0.5043
H 0.050 0.503 0.684 0.06 -0.06 0.08 0.7550
H 2.918 5.007 -1.987 -0.05 -0.11 0.07 0.3881
H 4.097 1.223 -0.328 -0.14 -0.01 0.05 0.5651
H -4.947 -4.896 -0.189 -0.10 0.03 0.14 0.2865
H 6.629 5.227 -0.234 -0.22 0.00 -0.43 0.2573
H 5.906 5.609 -1.688 0.24 -0.24 0.34 0.2487
H -2.345 -4.076 -0.517 -0.07 0.01 -0.07 0.1849
H -5.595 -2.537 -1.413 -0.08 0.21 0.13 0.3481
H -4.461 -1.493 -2.304 -0.06 0.13 0.03 0.2612
H -5.259 -2.844 -3.120 0.19 -0.02 0.10 0.3406
H -7.004 -5.898 0.184 0.19 0.15 0.02 0.3520
H -6.738 -5.477 1.892 -0.11 0.02 -0.06 0.2924
H -7.582 -4.342 0.822 0.06 -0.07 0.05 0.3067
H 4.708 3.748 -3.014 0.05 0.00 0.08 0.5042
H 5.031 2.086 -2.524 0.07 0.10 0.00 0.4608
H 6.267 2.914 -0.519 -0.08 0.11 -0.02 0.4613
H -3.160 -1.091 2.735 -0.02 0.08 0.08 0.3643
H -3.274 0.448 1.849 0.11 -0.10 -0.14 0.4057
H -4.732 -0.487 2.169 0.13 -0.16 0.10 0.4329
H -2.959 -3.174 1.436 0.16 -0.09 0.01 0.2789
H -4.177 -0.882 -0.119 -0.14 -0.02 -0.14 0.2623
```
Forces are in eV/Å.

As for the SMILES: N[C@@H](Cc1cc(Cl)c(Cl)c(-c2cncc(O)c2)c1)C(=O)O.CNC(=O)[C@@H](NC(C)=O)[C@@H](C)O. As for the total energy: -65490.9004 eV. The value obtained for the gap between HOMO and LUMO is 9.0 eV. As for the LUMO energy: 0.32 eV.



Please write out number 3 again, unchanged.
# CHN3O3

A 2-piece molecular cluster, CHN3O3 overall in a non-equilibrium geometry (the ωB97M-V functional and the def2-TZVPD basis, OMol25).

XYZ file:
```
8
Properties=species:S:1:pos:R:3:forces:R:3:mulliken_charge:R:1
C -0.332 -1.235 -0.408 -0.60 -1.45 2.10 0.1806
N 0.375 1.131 0.883 -0.47 2.09 -1.03 -0.3400
N 0.616 -0.912 -0.993 -0.18 1.30 -1.50 0.5049
N -0.005 2.065 0.358 1.36 -4.28 2.59 0.8674
O 1.169 -0.168 -1.768 1.61 0.22 -0.62 -0.6006
O -0.910 -1.821 0.585 -0.59 -1.27 2.08 -0.4433
O -0.475 2.996 -0.117 -0.87 2.39 -1.40 -0.5300
H -0.439 -2.055 1.460 -0.27 1.00 -2.23 0.3609
```
Forces are in eV/Å.

As for the SMILES: [O-][N+]#CO.N#[N+][O-]. As for the total energy: -11659.6128 eV. The value obtained for the gap between HOMO and LUMO is 8.9 eV. As for the LUMO energy: -0.32 eV. Its relative energy (zero: lowest compared OMol25 entry of this formula, charge and spin) is 214.3 kJ/mol.